[1]
The following is a DFT calculation (the ωB97M-V functional and the def2-TZVPD basis) of a 10-piece molecular cluster, C27H75Br6O28P7 overall in a non-equilibrium geometry.

Structure (ORCA input):
```
! wB97M-V def2-TZVPD RIJCOSX def2/J DEFGRID3
* xyz 1 2
Br -14.07634 -14.78253 -45.34289
C -13.71620 -16.56290 -44.48548
C -14.93014 -17.12676 -43.81701
Br -14.33861 -18.82688 -42.86230
H -12.93352 -16.23584 -43.80098
H -13.21279 -17.20404 -45.20910
H -15.67767 -17.34789 -44.57884
H -15.38686 -16.49813 -43.05260
Br -17.59269 -11.67170 -37.34355
C -17.88113 -9.93495 -36.33384
C -19.36309 -9.76956 -36.18108
Br -19.75724 -8.10488 -35.30751
H -17.26101 -9.12374 -36.71527
H -17.43146 -9.98594 -35.34222
H -19.79589 -10.46128 -35.45838
H -19.74840 -9.95779 -37.18317
Br -16.38499 -14.74881 -36.90895
C -15.48028 -14.03456 -38.53551
C -16.40399 -14.63542 -39.66199
Br -15.61340 -14.07467 -41.38237
H -14.49754 -14.50066 -38.60664
H -15.45759 -12.94501 -38.55723
H -17.37431 -14.14423 -39.58912
H -16.55396 -15.70802 -39.53904
C -21.18902 -13.88735 -39.36052
O -20.80517 -13.17091 -40.56343
P -22.02861 -12.70526 -41.51453
O -22.70869 -13.85284 -42.16146
O -23.00313 -11.89866 -40.42377
C -22.42053 -10.78661 -39.62537
O -21.42436 -11.46236 -42.43979
C -20.64350 -11.73808 -43.63196
H -21.93480 -14.67330 -39.47971
H -21.54151 -13.24055 -38.55708
H -20.21090 -14.25172 -39.04650
H -22.42321 -9.89053 -40.24598
H -21.39362 -11.06448 -39.38803
H -22.86191 -10.33738 -38.73572
H -21.28735 -11.86138 -44.50279
H -20.20236 -12.73037 -43.53782
H -19.80882 -11.05252 -43.77831
C -16.91420 -10.71398 -40.96314
O -17.17831 -9.58531 -40.24930
P -18.65123 -8.86129 -40.47497
O -19.81387 -9.87417 -40.51281
O -18.56881 -7.96211 -41.88483
C -19.60556 -7.36015 -42.53080
O -18.68165 -7.70869 -39.35696
C -19.94508 -7.26053 -38.87914
H -17.34553 -10.67475 -41.96340
H -17.43258 -11.53390 -40.46603
H -15.83711 -10.86103 -41.04290
H -20.14131 -6.89644 -41.70253
H -20.22744 -8.12314 -42.99900
H -19.23957 -6.61110 -43.23300
H -20.84157 -7.73361 -39.27988
H -20.03287 -6.17724 -38.96198
H -20.05345 -7.43680 -37.80896
C -13.27343 -16.19679 -33.69865
O -12.00811 -15.76516 -34.22549
P -11.43935 -14.24991 -34.16940
O -10.36839 -14.13440 -35.18992
O -12.63145 -13.16474 -34.40144
C -13.40440 -13.38289 -35.54278
O -11.00812 -14.14392 -32.57268
C -11.05381 -12.92623 -31.82079
H -13.86349 -16.67990 -34.47744
H -13.71817 -15.37306 -33.14027
H -13.15891 -17.04329 -33.02159
H -12.67338 -13.38839 -36.35128
H -14.05038 -12.52661 -35.73668
H -13.95864 -14.30898 -35.39027
H -11.47430 -12.08971 -32.37896
H -10.07089 -12.65189 -31.43778
H -11.44722 -13.35731 -30.90019
C -17.54527 -14.19683 -33.93398
O -18.20014 -13.39579 -32.88383
P -19.76180 -13.61670 -32.43678
O -20.79366 -13.61919 -33.52656
O -19.70934 -15.08048 -31.77023
C -20.86878 -15.66400 -31.18457
O -20.06455 -12.57172 -31.23194
C -20.16344 -11.23497 -31.38611
H -16.97290 -14.99265 -33.45739
H -16.97470 -13.54829 -34.59877
H -18.31204 -14.78825 -34.43439
H -20.42557 -16.37354 -30.48584
H -21.48918 -16.21935 -31.88799
H -21.62345 -14.95709 -30.83983
H -19.58520 -10.68770 -32.13058
H -19.52720 -10.97591 -30.53984
H -21.19362 -10.88383 -31.32661
C -10.58645 -10.37078 -34.72645
O -11.70106 -10.33085 -35.62143
P -11.66919 -9.43863 -37.00699
O -10.43842 -9.47763 -37.75491
O -12.87196 -10.25605 -37.73245
C -13.53727 -9.74846 -38.89184
O -12.34785 -8.00347 -36.70340
C -13.47162 -8.00128 -35.68274
H -10.05559 -9.42294 -34.63751
H -9.93968 -11.07151 -35.25445
H -10.75373 -10.83168 -33.75296
H -14.43439 -9.23213 -38.55026
H -13.87806 -10.63413 -39.42808
H -12.87836 -9.08070 -39.44686
H -14.08901 -7.20813 -36.10445
H -13.20344 -7.62217 -34.69660
H -14.01723 -8.92931 -35.51198
C -14.34485 -18.99745 -39.14472
O -13.04989 -18.46456 -39.45830
P -12.53163 -17.18364 -38.59117
O -13.23752 -17.01221 -37.29176
O -11.01244 -17.47556 -38.55300
C -10.06700 -16.49601 -38.12111
O -12.66572 -15.92711 -39.71898
C -12.06300 -16.03523 -41.02133
H -14.94836 -19.06012 -40.05023
H -14.93766 -18.44817 -38.41330
H -14.32048 -19.94865 -38.61300
H -10.11454 -16.49849 -37.03216
H -10.19206 -15.45384 -38.41494
H -9.10889 -16.97600 -38.32042
H -12.86000 -16.29265 -41.71892
H -11.27690 -16.78924 -40.98112
H -11.58404 -15.13516 -41.40674
C -19.15630 -20.82774 -37.50600
O -18.29647 -19.83148 -38.01916
P -18.41280 -19.35298 -39.60445
O -17.41996 -18.26156 -39.89348
O -18.05686 -20.66606 -40.50493
C -16.83755 -21.39619 -40.37826
O -19.96646 -19.12498 -39.81375
C -20.44258 -17.88147 -39.28051
H -18.58825 -21.44836 -36.81300
H -19.49411 -21.44399 -38.33920
H -20.07164 -20.42528 -37.07208
H -15.94500 -21.05065 -40.89985
H -17.06537 -22.44417 -40.57304
H -16.54062 -21.23449 -39.34203
H -19.67039 -17.11910 -39.17750
H -20.99683 -18.11590 -38.37169
H -21.11832 -17.51189 -40.05180
*
```

Computed properties:
- ⟨S²⟩ = 0.76
- HOMO level (spin up / spin down) (Ha) = -0.44334 / -0.44334
- LUMO (spin up / spin down) (eV) = -3.097 / -8.854
- electronic energy (Eh) = -21014.1239
- ΔE to the lowest compared entry with this formula, charge and spin (kcal per mole) = 0.0
- gap between HOMO and LUMO (spin up / spin down) (eV) = 8.9674 / 3.2098
- maximum force (Eh/bohr) = 0.1157

[2]
The following is a DFT calculation (the ωB97M-V functional and the def2-TZVPD basis) of a 12-piece molecular cluster, C27H78O21 overall in a non-equilibrium geometry.

Structure (ORCA input):
```
! wB97M-V def2-TZVPD RIJCOSX def2/J DEFGRID3
* xyz 0 1
C -8.10990 -4.97176 1.69195
C -8.75007 -3.62603 2.14006
C -8.88970 -2.57863 0.99789
O -10.03568 -3.90620 2.71047
H -7.21990 -4.83721 1.07723
H -8.89069 -5.42498 1.08116
H -7.87402 -5.58141 2.56418
H -8.18624 -3.24990 2.99371
H -7.93191 -2.27103 0.57822
H -9.49907 -1.73755 1.32855
H -9.43637 -2.93510 0.12485
H -10.49639 -3.10324 2.96462
C 9.15708 0.20188 1.52008
C 7.67678 0.16227 1.78279
C 7.34075 0.50480 3.18165
O 7.15127 1.21684 1.01484
H 9.70170 -0.67508 1.86996
H 9.59253 1.12264 1.90823
H 9.28276 0.24773 0.43831
H 7.21551 -0.79273 1.53125
H 6.25877 0.49845 3.31350
H 7.78202 1.48626 3.35519
H 7.83420 -0.17345 3.87776
H 7.45889 2.01741 1.44616
C 2.96783 1.91548 -8.64895
C 3.11468 3.10764 -7.70630
C 3.57917 2.76842 -6.29316
O 4.05034 4.02954 -8.28948
H 3.61155 1.08309 -8.36462
H 3.28190 2.20995 -9.65032
H 1.91923 1.63856 -8.75779
H 2.21179 3.70911 -7.60092
H 2.76069 2.23790 -5.80661
H 3.76645 3.62765 -5.64915
H 4.39966 2.05166 -6.32724
H 4.83329 3.48310 -8.38941
O -0.18579 -3.96186 -9.21989
C 0.39387 -5.07903 -8.61869
C 0.88832 -4.73641 -7.20806
O -0.19920 -4.73999 -6.21403
H -0.99363 -3.81669 -8.72198
H -0.30453 -5.91557 -8.59550
H 1.17466 -5.39368 -9.31110
H 1.42143 -3.78582 -7.19176
H 1.56258 -5.55808 -6.96650
H -0.60635 -3.87713 -6.32039
O 0.30263 -8.03033 2.14193
C -0.73456 -8.22120 1.26450
C -0.82835 -6.98489 0.31219
O -1.57322 -7.29213 -0.80516
H -0.04475 -7.45273 2.82554
H -0.47127 -9.08287 0.65108
H -1.64326 -8.51348 1.79075
H 0.12117 -6.56345 -0.01778
H -1.17117 -6.08366 0.82047
H -1.24627 -6.77643 -1.54594
O -4.92956 -1.73812 -8.39271
C -5.55769 -1.04080 -7.34122
C -4.80193 -1.15906 -6.00456
O -3.41966 -0.78079 -6.13939
H -5.30462 -1.51249 -9.24712
H -5.36940 0.01373 -7.54278
H -6.59200 -1.34045 -7.17236
H -4.80737 -2.19218 -5.65708
H -5.31779 -0.59143 -5.23010
H -3.33690 0.12950 -6.43287
O -1.92455 -0.01283 1.04735
C -1.32210 -0.08312 -0.22970
C 0.25559 -0.07879 -0.08806
O 0.81813 1.14907 0.20645
H -2.06507 0.92202 1.21441
H -1.60342 -1.02306 -0.70455
H -1.72936 0.73128 -0.82886
H 0.67624 -0.40226 -1.04018
H 0.58547 -0.87527 0.57895
H 1.74996 1.02047 0.39813
O -0.36712 3.09490 4.91830
C -0.67052 4.42941 4.99822
C -2.17134 4.70762 5.08115
O -2.81720 4.14696 3.93866
H -0.73679 2.72238 4.11445
H -0.04319 4.99188 5.68974
H -0.35145 4.77757 4.01584
H -2.34912 5.78283 5.06055
H -2.50172 4.33665 6.05137
H -3.58825 4.70211 3.80127
O 6.76105 9.81543 2.41716
C 6.30794 9.08241 1.28684
C 6.06319 7.61484 1.75725
O 7.34280 6.95365 1.91958
H 5.97503 9.85041 2.96720
H 5.41744 9.55554 0.87301
H 7.13797 9.09413 0.58043
H 5.39100 7.09601 1.07382
H 5.59481 7.56391 2.74015
H 7.91129 7.55649 2.40435
O -1.81012 7.82001 -3.44903
C -0.72773 7.48355 -2.66951
C 0.58681 8.17023 -3.25816
O 0.59985 9.55987 -3.09640
H -2.08796 8.72983 -3.32005
H -0.88111 7.70704 -1.61375
H -0.53476 6.42084 -2.81616
H 0.84069 7.92952 -4.29048
H 1.42426 7.76690 -2.68885
H 0.04656 9.93078 -3.78769
O -3.82782 -2.11692 10.28373
C -4.20801 -2.88684 9.14770
C -4.02227 -2.01982 7.88774
O -3.99907 -2.67442 6.65627
H -3.83184 -2.60997 11.10744
H -3.45413 -3.67353 9.17773
H -5.25851 -3.16151 9.24315
H -3.08456 -1.46606 7.93401
H -4.81895 -1.27687 7.84983
H -3.92921 -2.07894 5.90653
O 0.70751 -5.11037 6.26519
C 1.66839 -4.56877 7.15723
C 3.02453 -4.63407 6.40533
O 3.31891 -5.98393 6.18159
H -0.14129 -4.66188 6.26453
H 1.36477 -3.55167 7.40506
H 1.66977 -5.16704 8.06837
H 3.84622 -4.13705 6.92099
H 2.98861 -4.05747 5.48102
H 2.72950 -6.28261 5.48519
*
```

Computed properties:
- HOMO level (Ha) = -0.35932
- LUMO (eV) = 0.048
- electronic energy (Eh) = -2655.2303
- SMILES string = CC(C)O.CC(C)O.CC(C)O.OCCO.OCCO.OCCO.OCCO.OCCO.OCCO.OCCO.OCCO.OCCO
- ΔE to the lowest compared entry with this formula, charge and spin (kcal per mole) = 112.4
- gap between HOMO and LUMO (eV) = 9.8259
- maximum force (Eh/bohr) = 0.0571